Entry 1:
Computed, not measured: a structure of composition C39H45N5P2Ru in a non-equilibrium geometry, with wB97M-V/def2-TZVPD.

Geometry as XYZ:
```
92
Properties=species:S:1:pos:R:3:forces:R:3
Ru -0.06724 1.38970 -0.51048 -3.88 1.26 1.42
C -2.82826 -3.21259 2.20358 0.52 0.14 0.15
C -1.86777 -2.34668 2.57345 -0.79 1.14 -0.97
C -0.58240 -1.97010 1.82550 0.21 -0.24 0.75
C -0.57500 -1.36932 0.40847 0.23 0.34 0.11
C -1.03535 -2.21376 -0.72441 0.16 0.96 -0.71
C -1.26019 -3.50720 -0.69441 -0.24 -1.39 -0.54
C -1.37010 -4.47779 0.45587 -0.52 -0.92 0.26
C -2.68154 -4.41625 1.29665 0.05 0.72 -0.49
C -1.35928 1.96577 -2.03057 -1.12 0.41 -0.06
H -3.82529 -3.04405 2.62702 0.42 -0.47 0.28
H -2.10192 -1.60682 3.36596 -0.13 -0.53 -0.58
H 0.13293 -2.80103 1.80382 -0.18 0.29 0.02
H -0.12996 -1.18624 2.43909 0.21 -0.10 0.22
H -0.98960 -0.30691 0.35412 -0.35 -1.11 0.35
H 0.50491 -1.23712 0.20700 -0.19 -0.16 0.10
H -1.03869 -1.69986 -1.70570 0.10 -0.42 0.49
H -1.36376 -4.02672 -1.66506 -0.22 0.59 0.43
H -0.50600 -4.49140 1.13750 -0.27 -0.02 -0.38
H -1.43292 -5.47065 -0.02264 0.38 0.29 0.33
H -3.55210 -4.46051 0.61103 0.36 -0.07 0.33
H -2.72055 -5.32585 1.92309 -0.07 0.37 -0.20
H -2.17628 2.01348 -1.25973 0.67 -0.07 -0.76
H -1.72354 1.30125 -2.85204 0.66 0.69 0.52
H -1.11501 3.00179 -2.34136 -0.15 -0.68 -0.16
P 0.99969 0.96526 -2.25888 3.18 -2.66 -4.27
P 1.80580 0.62446 1.33732 5.42 -3.21 2.03
N 0.87945 -0.41504 -3.38870 -0.56 0.59 0.52
N 1.92536 1.99805 -3.30376 -0.32 0.36 0.65
N 2.91788 -0.99513 1.19310 -1.43 1.38 0.80
N 3.30886 1.23080 2.48884 -0.38 1.07 -0.02
C 2.29814 0.28053 -1.18727 -0.10 -0.21 -1.59
C 2.53194 1.35325 -0.12464 -0.31 0.58 -0.02
C 0.03503 -0.47459 -4.51237 0.46 -0.86 -0.55
C 0.57586 -1.36666 -5.43743 -0.08 0.70 1.00
C 1.81846 -1.83809 -4.89388 0.00 0.10 0.72
C 1.97324 -1.26003 -3.65426 -0.30 -0.12 -0.62
C 1.55289 3.21002 -3.88966 0.74 0.63 -0.38
C 2.60870 3.67546 -4.66231 -0.21 -0.69 0.61
C 3.67609 2.71206 -4.56571 -1.15 -0.95 1.26
C 3.22935 1.68706 -3.73082 0.15 1.51 -0.66
C 2.70254 -2.12154 1.96328 -0.08 -0.75 0.12
C 3.58030 -3.12429 1.57362 -0.39 1.02 -0.02
C 4.41180 -2.58017 0.55842 -0.54 1.21 0.35
C 4.02574 -1.25818 0.39171 0.24 -0.30 -0.44
C 4.33226 0.55413 3.15232 -1.37 0.44 -1.00
C 5.34298 1.45810 3.53392 -0.58 2.56 -0.70
C 4.91362 2.74675 3.09622 1.69 -1.53 1.14
C 3.68233 2.56933 2.46298 -0.72 -1.63 0.11
H 3.20367 0.04463 -1.73263 0.00 0.05 0.18
H 1.85950 -0.68166 -0.84497 0.59 0.68 -0.12
H 3.57561 1.70306 -0.03444 -0.57 -0.13 -0.09
H 1.85269 2.25293 -0.29737 1.12 -0.12 -0.20
H -0.90300 0.06984 -4.53119 0.29 -0.08 -0.08
H 0.14997 -1.69308 -6.38193 -0.02 0.30 0.30
H 2.52850 -2.56058 -5.32548 -0.63 0.50 0.22
H 2.75160 -1.41800 -2.92915 -0.02 -0.05 -0.10
H 0.59566 3.67247 -3.65531 0.33 -0.23 -0.23
H 2.67769 4.61045 -5.21094 -0.29 -0.29 0.16
H 4.67161 2.75425 -4.98502 -0.21 0.07 -0.09
H 3.75388 0.83677 -3.33642 -0.02 -0.05 -0.34
H 1.96014 -2.11941 2.75809 0.18 -0.08 -0.38
H 3.62722 -4.12262 1.95202 -0.05 -0.24 0.26
H 5.20539 -3.06023 0.01114 0.05 -0.03 0.08
H 4.43971 -0.53231 -0.29672 -0.08 -0.16 0.28
H 4.30518 -0.50453 3.30588 -0.13 -0.41 -0.04
H 6.26082 1.20417 4.04036 -0.07 0.01 0.04
H 5.44256 3.68865 3.22489 -0.20 -0.30 -0.06
H 3.04752 3.29321 1.98673 -0.06 0.26 -0.04
C -5.72095 -1.49657 0.45172 0.02 -0.25 -0.04
C -4.63791 -1.54287 -0.43926 0.37 0.48 -0.05
C -3.70592 -0.51063 -0.46653 -0.08 -0.28 0.06
C -3.80167 0.56456 0.45906 0.22 0.40 0.56
C -5.02683 0.69277 1.18580 -0.39 -0.42 0.37
C -5.93688 -0.36110 1.23481 0.40 0.45 -0.13
N -2.72048 1.38129 0.67500 0.11 -0.50 -0.99
C -2.76176 2.30483 1.70137 -0.42 0.46 1.65
C -2.44805 3.67100 1.48570 -0.24 -0.53 -0.07
C -2.78242 4.63531 2.44254 0.28 -0.55 0.08
C -3.24189 4.23296 3.70988 0.20 -0.02 -0.53
C -3.43650 2.86965 3.98174 0.32 0.41 -0.03
C -3.18259 1.91224 3.00586 -0.26 0.30 -0.30
H -6.40333 -2.34736 0.52040 0.19 0.32 -0.09
H -4.50107 -2.40035 -1.09398 -0.07 0.18 0.09
H -2.85907 -0.52462 -1.15499 -0.27 -0.14 0.28
H -5.23861 1.59108 1.76223 0.15 -0.24 -0.16
H -6.79957 -0.29723 1.89881 0.17 0.03 -0.32
H -2.00289 3.95212 0.52747 -0.42 0.08 0.14
H -2.68761 5.68761 2.16398 0.13 -0.32 0.36
H -3.39035 4.98637 4.48184 -0.23 -0.23 -0.20
H -3.81060 2.57364 4.96206 0.21 0.00 -0.24
H -3.37242 0.85461 3.21917 0.11 0.42 -0.16
```
Forces are in eV/Å.

Results
Total charge ... +2
Energy above the lowest of the compared OMol25 structures with the same formula, charge and spin ... 20.6 kcal/mol
Multiplicity ... 5

Mulliken population analysis, charges in e, atoms 1 to 4:
1. Ru -0.013
2. C -0.792
3. C -0.919
4. C -1.616

=====

Entry 2:
Computed, not measured: a structure of composition C39H47BrHfIN4O9SeSi in a non-equilibrium geometry, with wB97M-V/def2-TZVPD.

Geometry as XYZ:
```
104
Properties=species:S:1:pos:R:3:forces:R:3
Hf -0.10640 0.19234 -0.23781 1.21 -0.40 0.83
O 3.20240 1.76199 -0.88565 -0.08 -0.06 -0.36
C 2.56368 0.76792 -1.13893 0.97 0.02 -0.03
O 1.30376 0.73663 -1.51600 0.87 0.33 -0.80
C 3.19011 -0.60102 -1.05474 -0.58 -0.17 0.19
C 4.48400 -0.83156 -1.42620 0.32 -0.03 -0.09
C 5.00449 -2.12845 -1.36335 -0.59 0.14 0.18
C 4.20824 -3.18605 -0.96908 0.15 -0.16 -0.09
C 2.89525 -2.96614 -0.60393 0.04 0.80 0.01
C 2.35713 -1.64379 -0.54569 0.56 -0.31 -0.09
O 1.23163 -1.36996 0.00317 0.68 -0.23 0.30
N 2.08412 -4.12173 -0.28143 -0.18 -0.59 -0.12
O 0.88098 -4.04922 -0.44370 0.13 0.12 0.06
O 2.66238 -5.14193 0.07207 -0.04 0.21 0.07
N 6.38119 -2.37530 -1.72162 0.44 -0.17 -0.26
O 7.05712 -1.43001 -2.09401 -0.12 -0.05 0.09
O 6.80443 -3.52002 -1.64575 -0.11 0.17 0.04
H 5.10500 -0.01502 -1.76791 -0.02 0.02 0.03
H 4.60350 -4.18996 -0.96049 0.00 -0.02 0.03
C -3.03540 1.85496 2.76044 -0.03 0.01 0.05
C -3.20672 0.45658 3.35851 -0.02 0.01 -0.28
C -3.94166 -0.48629 2.40050 0.00 0.03 0.09
C -1.90220 -0.06596 3.96361 -0.01 -0.03 0.01
C -1.91082 -0.05052 5.35862 -0.02 0.01 0.10
C -0.84036 -0.46551 6.11762 0.04 0.02 0.03
C 0.29012 -0.90370 5.46353 -0.04 0.12 0.04
C 0.37235 -0.94212 4.07430 0.01 0.05 -0.13
C 1.70284 -1.46774 3.55545 -0.03 -0.10 -0.21
C 1.55405 -2.74040 2.71753 0.00 0.07 0.05
C 2.53104 -0.35600 2.91058 0.05 -0.28 0.07
C -0.73745 -0.52493 3.29389 -0.09 -0.07 0.38
N -0.74356 -0.68262 1.85645 0.07 -0.41 -0.10
C -1.46287 -1.67859 1.42730 0.05 -0.23 0.58
C -1.68944 -2.08730 0.09572 -0.19 -0.43 -0.21
C -2.53813 -3.14670 -0.24291 0.02 0.10 0.19
C -2.41053 -3.33398 -1.60292 -0.04 -0.01 -0.15
C -1.46958 -2.39722 -2.06736 0.00 0.08 0.16
N -1.06902 -1.59390 -1.05588 -0.68 -1.44 -0.48
C -0.93534 -2.41637 -3.48861 0.03 0.03 0.01
C -2.00505 -1.88857 -4.45382 0.00 0.02 0.06
C -0.62236 -3.88136 -3.83771 0.00 -0.01 0.02
C 0.35808 -1.62318 -3.64784 -0.04 -0.13 0.17
H -3.94446 2.15559 2.23298 0.00 0.00 0.02
H -2.21158 1.88956 2.05817 0.11 0.03 -0.13
H -2.83784 2.58811 3.54648 0.03 -0.01 0.02
H -3.87954 0.57199 4.21255 0.06 -0.06 0.02
H -3.48158 -0.52072 1.41957 -0.09 0.02 -0.01
H -4.96444 -0.12806 2.26349 -0.01 0.02 0.00
H -3.99250 -1.49829 2.81092 -0.05 0.02 -0.01
H -2.80753 0.29009 5.86295 0.00 0.02 -0.03
H -0.88782 -0.45379 7.19933 0.00 0.02 0.00
H 1.14766 -1.23054 6.03972 -0.01 -0.02 -0.02
H 2.26759 -1.76270 4.44443 -0.11 -0.04 0.04
H 1.08407 -2.54596 1.76042 0.01 -0.03 0.02
H 0.94285 -3.47128 3.25250 0.05 -0.03 0.03
H 2.53653 -3.18568 2.54200 0.01 -0.02 -0.03
H 1.98632 0.14498 2.12386 -0.12 0.17 -0.30
H 3.46455 -0.74708 2.49745 -0.01 -0.01 -0.01
H 2.77675 0.39290 3.66477 0.07 -0.02 -0.04
H -1.96342 -2.31151 2.16217 0.00 0.04 -0.04
H -3.16291 -3.69750 0.44445 0.07 -0.02 0.04
H -2.90912 -4.08169 -2.19906 0.05 -0.01 0.00
H -2.94024 -2.43964 -4.32553 0.01 0.00 -0.03
H -1.67320 -2.00308 -5.48875 0.01 -0.02 -0.01
H -2.19959 -0.83067 -4.27911 -0.01 0.06 0.00
H -1.53116 -4.47948 -3.92381 0.03 0.00 -0.03
H 0.00364 -4.32729 -3.06272 0.01 0.00 -0.03
H -0.08484 -3.92684 -4.78781 -0.05 0.00 -0.04
H 0.26451 -0.61432 -3.27158 0.01 0.25 -0.02
H 0.63400 -1.56401 -4.70218 0.01 -0.03 -0.01
H 1.17089 -2.11242 -3.10472 0.02 0.02 0.01
C 0.91939 2.71882 4.29353 0.16 0.11 -0.25
Si 1.51075 3.39862 2.62837 -0.28 -0.29 -0.32
C 3.36530 3.17850 2.34346 -0.24 0.14 0.10
C 0.98751 5.20933 2.46590 0.14 -0.34 -0.02
Se 0.41190 2.37769 0.87711 0.39 1.65 1.37
H 1.15936 3.41005 5.10671 0.04 0.02 -0.01
H 1.37070 1.75162 4.52164 -0.05 0.07 -0.02
H -0.16202 2.57648 4.27489 -0.04 0.01 -0.02
H 3.93748 4.04045 2.69709 -0.04 0.02 0.03
H 3.53479 3.06246 1.27164 0.02 0.01 0.00
H 3.75327 2.29002 2.84268 -0.04 -0.03 -0.01
H 1.37020 5.82986 3.27962 0.03 -0.02 0.01
H -0.10196 5.26807 2.45590 0.00 0.01 0.04
H 1.34943 5.60656 1.51604 0.01 0.02 0.01
C -4.64100 0.07577 -2.22881 -0.08 -0.06 -0.16
O -3.95185 0.33575 -1.00435 0.12 -0.18 0.21
C -2.64276 0.49243 -1.11569 -0.72 0.46 0.32
O -2.05806 0.69922 -0.01728 -2.30 0.22 0.38
H -5.69856 0.21653 -2.02067 0.01 0.00 0.02
H -4.46124 -0.94947 -2.55266 0.04 0.01 0.05
H -4.32061 0.76900 -3.00694 0.02 0.00 0.03
Br -0.41433 1.40856 -6.12514 0.04 -0.09 -0.13
C -0.66936 3.18877 -5.49410 -0.01 0.01 0.20
C -0.59922 4.21982 -6.41958 -0.01 0.02 0.00
C -0.79311 5.52256 -5.98637 0.01 0.02 -0.05
C -1.02896 5.77911 -4.64348 -0.02 0.04 0.03
C -1.08501 4.72882 -3.73921 0.02 -0.09 0.08
C -0.91759 3.40880 -4.14925 0.13 -0.39 0.37
I -1.52428 1.75533 -2.68519 -0.22 1.26 -2.08
H -0.40284 4.00750 -7.46223 -0.01 -0.02 0.01
H -0.76311 6.33418 -6.70280 0.03 0.00 0.01
H -1.17819 6.79680 -4.30279 0.03 -0.01 0.00
H -1.26459 4.92402 -2.68690 -0.03 0.06 -0.03
```
Forces are in eV/Å.

Results
Total charge ... -1
Energy above the lowest of the compared OMol25 structures with the same formula, charge and spin ... 34.6 kcal/mol

Mulliken population analysis, charges in e, atoms 1 to 4:
1. Hf -1.062
2. O -0.620
3. C -0.747
4. O 0.135

=====

Entry 3:
Computed, not measured: a structure of composition C39H47CsN8O5SSe, with wB97M-V/def2-TZVPD.

Geometry as XYZ:
```
102
Properties=species:S:1:pos:R:3:forces:R:3
Cs 0.77557 0.22295 -0.37812 0.08 0.09 -0.33
C -2.06917 -0.70249 1.82967 0.00 0.02 0.05
O -2.16208 0.36049 0.90743 0.05 0.00 0.00
C -3.39817 0.44277 0.25414 0.01 0.01 0.00
C -3.32412 1.59473 -0.72595 0.00 -0.01 0.00
O -2.35978 1.41017 -1.73810 0.01 0.00 -0.02
C -2.78203 0.75073 -2.91278 -0.02 -0.01 -0.01
C -2.33403 -0.69150 -2.97951 0.01 0.00 0.02
O -0.93346 -0.73463 -2.98707 -0.06 -0.04 -0.03
C -0.44626 -2.05894 -3.12575 0.00 -0.01 -0.01
H -2.85026 -0.62967 2.59716 -0.01 0.00 -0.01
H -1.08913 -0.62289 2.29857 0.01 0.01 0.01
H -2.16343 -1.67204 1.32154 0.00 0.00 -0.01
H -4.20832 0.63372 0.97509 0.00 0.00 0.00
H -3.63154 -0.50068 -0.26235 0.00 0.00 0.00
H -3.02206 2.49099 -0.17943 0.00 0.00 0.00
H -4.31589 1.77040 -1.16253 0.00 0.00 0.00
H -2.33946 1.28766 -3.75659 0.00 0.00 0.01
H -3.87385 0.79624 -3.01406 0.00 0.00 0.00
H -2.74013 -1.14578 -3.89771 -0.01 0.00 0.00
H -2.72663 -1.26554 -2.12662 0.00 -0.01 0.00
H -0.76096 -2.48320 -4.08829 -0.01 -0.01 0.01
H -0.82757 -2.69604 -2.31549 -0.01 -0.01 0.00
H 0.64313 -2.01705 -3.07407 -0.01 0.00 0.00
C 1.69676 4.82083 2.46668 0.01 0.01 -0.01
C 1.16837 3.82775 1.46678 0.05 -0.01 -0.01
N 1.41948 2.57045 1.50643 -0.03 0.13 0.20
N 2.27009 2.14905 2.48777 -0.02 -0.03 0.02
C 2.04345 0.89204 2.85568 -0.04 -0.04 -0.03
O 1.08892 0.14922 2.52406 0.00 -0.10 0.09
C 3.07234 0.33916 3.81543 0.00 0.02 0.00
C 4.10971 1.11503 4.32648 0.00 0.00 0.00
C 5.03947 0.56255 5.19457 0.00 0.00 0.00
C 4.94796 -0.77468 5.56039 0.00 0.00 0.00
C 3.91901 -1.55463 5.05147 0.00 0.00 0.00
C 2.98725 -0.99779 4.18707 0.00 0.00 0.00
C 0.27517 4.31518 0.39037 -0.01 -0.01 -0.03
C -0.31970 5.57604 0.48968 0.01 0.00 0.01
C -1.12515 6.03640 -0.53822 -0.01 0.01 -0.02
C -1.32017 5.23422 -1.64874 0.00 -0.03 0.02
C -0.70746 3.98748 -1.65405 0.01 0.03 -0.03
N 0.06455 3.52934 -0.67728 -0.01 0.05 0.01
H 2.51899 4.36607 3.01162 0.00 0.00 0.00
H 0.92599 5.10223 3.19074 0.01 0.00 0.01
H 2.03825 5.73474 1.97435 -0.01 0.00 0.00
H 4.17268 2.15165 4.02618 0.00 0.00 0.00
H 5.84283 1.17575 5.58544 0.00 0.00 0.00
H 5.67736 -1.20636 6.23526 0.00 0.00 0.00
H 3.84604 -2.60033 5.32619 0.00 0.00 0.00
H 2.17892 -1.58568 3.77208 0.00 0.00 0.00
H -0.15044 6.18743 1.36474 0.00 0.00 0.00
H -1.58698 7.01500 -0.47230 0.00 0.00 0.00
H -1.89799 5.55321 -2.50484 -0.01 0.02 0.01
H -0.83607 3.33456 -2.50919 0.00 -0.02 0.01
S 3.82084 -0.22002 -2.50592 0.01 0.07 0.02
C 2.90311 -1.52220 -2.64020 -0.08 0.00 0.04
C -3.85105 -4.39103 -2.41667 0.00 0.02 0.00
C -3.27411 -5.01859 -1.17733 0.01 0.00 0.02
C -3.08726 -4.27918 -0.01405 -0.02 0.00 0.00
C -2.54911 -4.84730 1.13056 0.01 0.01 -0.01
C -2.15051 -6.17793 1.12107 0.02 0.00 0.01
N -1.60225 -6.82048 2.25949 0.07 -0.04 -0.03
C -0.88387 -6.28523 3.31132 -0.23 0.17 0.09
O -0.93901 -6.79343 4.41895 0.10 -0.06 -0.02
N -0.13705 -5.15786 3.07714 0.03 -0.05 -0.04
C 0.40086 -4.70491 1.84371 0.04 -0.02 0.01
C 0.92619 -5.56572 0.89122 -0.02 0.01 0.00
C 1.42150 -5.02426 -0.28166 0.01 -0.01 0.00
C 1.38966 -3.64730 -0.46365 -0.01 0.00 0.02
N 0.89509 -2.81994 0.45905 0.04 -0.12 0.00
C 0.42024 -3.34213 1.58206 0.02 0.04 0.04
C -2.32379 -6.92657 -0.03685 0.00 -0.01 0.00
C -2.89046 -6.35554 -1.16383 -0.01 0.01 -0.01
H -4.49114 -3.54390 -2.16807 0.00 0.00 0.00
H -4.44248 -5.11075 -2.98346 0.00 0.01 0.00
H -3.05916 -4.02216 -3.07172 0.02 0.01 -0.01
H -3.38515 -3.23636 0.00550 0.00 0.00 0.00
H -2.43206 -4.25560 2.02954 -0.01 0.00 -0.01
H -2.03815 -7.68637 2.53437 0.01 0.00 -0.01
H 0.27549 -4.79693 3.92322 0.00 0.00 0.00
H 0.94050 -6.63357 1.07053 -0.01 -0.01 0.00
H 1.84814 -5.65637 -1.04885 -0.01 0.00 0.00
H 1.79262 -3.17722 -1.35921 0.00 0.00 0.00
H 0.04969 -2.64186 2.32577 -0.02 0.01 -0.01
H -2.00333 -7.96165 -0.05002 0.00 0.00 0.00
H -3.02325 -6.95819 -2.05498 0.00 0.00 0.00
C 1.49347 7.69803 -2.97636 0.02 0.00 -0.03
N 1.93969 6.33233 -2.82210 0.07 0.01 -0.02
C 2.73042 5.87087 -1.78345 -0.03 0.01 0.00
C 2.83516 4.53819 -1.93181 -0.01 -0.02 0.01
N 2.11027 4.19731 -3.05572 0.04 0.02 -0.07
C 1.88012 2.82165 -3.46212 0.05 -0.01 0.03
C 1.55889 5.29799 -3.61319 -0.14 -0.02 0.14
Se 0.45538 5.39076 -5.08976 0.01 0.00 -0.03
H 2.29264 8.37159 -2.67066 0.00 0.00 0.01
H 0.60554 7.87886 -2.36772 0.00 -0.01 -0.01
H 1.24236 7.86085 -4.02142 0.00 0.01 0.00
H 3.12887 6.53060 -1.03411 0.00 0.00 0.00
H 3.32444 3.79070 -1.33143 0.00 0.01 0.00
H 2.74957 2.41019 -3.97072 0.01 0.01 0.01
H 1.02099 2.79125 -4.12633 -0.01 0.03 0.01
H 1.69144 2.25304 -2.55413 -0.01 -0.11 -0.12
```
Forces are in eV/Å.

Results
Total charge ... -1
Energy above the lowest of the compared OMol25 structures with the same formula, charge and spin ... 29.0 kcal/mol
Multiplicity ... 2

Mulliken population analysis, charges in e, atoms 1 to 4:
1. Cs 0.859
2. C -0.004
3. O -0.083
4. C -0.120